--- A ---
# C5H9NS

One molecule with the formula C5H9NS (wB97M-V/def2-TZVPD, OMol25).

XYZ file:
```
16
C5H9NS, DFT wB97M-V/def2-TZVPD
C 1.796 -1.501 -0.773
C 0.397 -1.675 -0.397
S -0.255 -3.180 -0.402
N -0.388 -0.593 -0.353
C -0.610 0.545 0.194
C -0.289 0.981 1.636
C -1.518 1.537 -0.564
H 2.319 -0.685 -0.125
H 1.835 -1.304 -1.833
H 2.296 -2.456 -0.728
H -1.135 0.954 2.217
H 0.253 1.968 1.473
H 0.495 0.304 1.927
H -2.004 0.946 -1.402
H -0.817 2.345 -0.982
H -2.375 1.814 0.112
```

Output
SMILES   CC(=S)N=C(C)C
Charge   0
HOMO-LUMO gap   8.49 eV

Want to see where the charge sits? The Löwdin charges in e are:
1 C -0.1377
2 C -0.9447
3 S 0.6294
4 N 0.0810
5 C -0.3366
6 C -0.0076
7 C -0.0474
8 H 0.1171
9 H 0.0799
10 H 0.0527
11 H 0.0516
12 H 0.1119
13 H 0.0669
14 H 0.0900
15 H 0.1049
16 H 0.0885


--- B ---
# C5H9NS

One molecule with the formula C5H9NS (wB97M-V/def2-TZVPD, OMol25).

XYZ file:
```
16
C5H9NS, DFT wB97M-V/def2-TZVPD
C 0.413 -1.824 -0.202
C -0.491 -1.238 0.714
C 1.105 0.723 0.205
C -1.476 0.540 -0.758
C -1.320 -0.219 0.509
N 1.813 1.899 0.288
S 1.974 -0.612 -0.357
H 0.728 -2.771 0.276
H -0.102 -1.894 -1.172
H -0.566 -1.664 1.714
H -0.844 -0.129 -1.440
H -0.862 1.478 -0.796
H -2.502 0.774 -0.913
H -2.060 0.110 1.278
H 1.347 2.764 0.332
H 2.843 2.063 0.324
```

Output
Charge   0
HOMO-LUMO gap   8.44 eV

Want to see where the charge sits? The Löwdin charges in e are:
1 C -0.3938
2 C -0.3085
3 C -0.5327
4 C -0.1173
5 C -0.2110
6 N -0.0445
7 S 0.8589
8 H 0.0832
9 H 0.0780
10 H 0.1069
11 H 0.0843
12 H 0.0685
13 H 0.0589
14 H 0.1147
15 H 0.0558
16 H 0.0989


Verdict on stability: A comes out on top.


--- A ---
# C3H3N3

One molecule with the formula C3H3N3 (wB97M-V/def2-TZVPD, OMol25).

XYZ file:
```
9
C3H3N3, DFT wB97M-V/def2-TZVPD
N -0.964 1.244 2.069
C -0.644 0.537 1.215
C -0.153 -0.338 0.132
N 1.288 -0.197 0.087
C -0.906 -0.040 -1.121
N -1.483 0.156 -2.104
H -0.410 -1.370 0.406
H 1.717 -0.764 -0.636
H 1.555 0.772 -0.048
```

Output
SMILES   N#CC(N)C#N
Charge   0
HOMO-LUMO gap   11.62 eV

Want to see where the charge sits? The Löwdin charges in e are:
1 N 0.1755
2 C -0.1780
3 C -0.3813
4 N 0.0526
5 C -0.1663
6 N 0.1618
7 H 0.1523
8 H 0.0906
9 H 0.0929


--- B ---
# C3H3N3

One molecule with the formula C3H3N3 (wB97M-V/def2-TZVPD, OMol25).

XYZ file:
```
9
C3H3N3, DFT wB97M-V/def2-TZVPD
C 0.080 0.655 1.101
N 1.139 0.629 0.268
C 1.018 -0.086 -0.822
N -0.100 -0.770 -1.122
C -1.080 -0.509 -0.274
N -1.095 0.156 0.844
H 0.273 1.194 2.014
H 1.871 -0.303 -1.455
H -2.106 -0.966 -0.554
```

Output
SMILES   c1ncncn1
Charge   0
HOMO-LUMO gap   10.71 eV

Want to see where the charge sits? The Löwdin charges in e are:
1 C -0.1922
2 N 0.0879
3 C -0.1979
4 N 0.0956
5 C -0.2499
6 N 0.1018
7 H 0.1086
8 H 0.1106
9 H 0.1355


--- C ---
# C3H3N3

One molecule with the formula C3H3N3 (wB97M-V/def2-TZVPD, OMol25).

XYZ file:
```
9
C3H3N3, DFT wB97M-V/def2-TZVPD
C -2.390 -0.553 -0.073
N -1.100 -0.371 0.078
N -0.671 0.897 0.055
C 0.625 0.885 -0.081
C 1.674 -0.096 -0.043
N 2.563 -0.808 0.037
H -2.844 -1.614 -0.150
H -3.115 0.267 0.166
H 0.952 1.899 -0.026
```

Output
SMILES   C=N/N=C\C#N
Charge   0
HOMO-LUMO gap   9.08 eV

Want to see where the charge sits? The Löwdin charges in e are:
1 C 0.0073
2 N -0.1103
3 N -0.0045
4 C -0.1356
5 C -0.1913
6 N 0.1683
7 H 0.0941
8 H 0.0765
9 H 0.0956


Verdict on stability: B comes out on top.


--- A ---
# C3H3N3

One molecule with the formula C3H3N3 (wB97M-V/def2-TZVPD, OMol25).

XYZ file:
```
9
C3H3N3, DFT wB97M-V/def2-TZVPD
N -0.426 -1.174 -0.300
C 0.108 0.553 0.622
C 0.872 -0.458 -0.106
N 2.036 -0.664 -0.389
C -0.346 1.760 0.025
N -0.745 2.715 -0.501
H -0.595 -2.062 0.171
H -0.864 -1.118 -1.218
H -0.039 0.449 1.696
```

Output
Charge   0
HOMO-LUMO gap (alpha / beta)   10.00 / 6.47 eV

Want to see where the charge sits? The Löwdin charges in e are:
1 N 0.1047
2 C -0.0684
3 C -0.5086
4 N 0.2724
5 C -0.2464
6 N 0.1366
7 H 0.0963
8 H 0.1008
9 H 0.1126


--- B ---
# C3H3N3

One molecule with the formula C3H3N3 (wB97M-V/def2-TZVPD, OMol25).

XYZ file:
```
9
C3H3N3, DFT wB97M-V/def2-TZVPD
N -0.787 2.758 -0.277
C -0.228 1.841 0.155
C 0.449 0.654 0.658
N 1.478 -0.001 -0.261
C 0.367 -0.573 -0.095
N -0.384 -1.630 -0.440
H 0.643 0.653 1.730
H -1.345 -1.634 -0.141
H -0.193 -2.068 -1.329
```

Output
SMILES   N#C[C@@H]1N=C1N
Charge   0
HOMO-LUMO gap   10.92 eV

Want to see where the charge sits? The Löwdin charges in e are:
1 N 0.1372
2 C -0.1890
3 C -0.2286
4 N 0.1944
5 C -0.4258
6 N 0.1696
7 H 0.1204
8 H 0.1087
9 H 0.1130


--- C ---
# C3H3N3

One molecule with the formula C3H3N3 (wB97M-V/def2-TZVPD, OMol25).

XYZ file:
```
9
C3H3N3, DFT wB97M-V/def2-TZVPD
N 1.510 1.267 0.519
C 0.587 0.501 0.186
N -0.791 0.861 -0.353
C -1.432 -0.275 -0.699
C -0.463 -1.421 -0.167
N 0.516 -0.819 0.529
H 2.204 0.748 0.806
H -2.328 -0.252 -1.266
H -0.669 -2.482 -0.321
```

Output
SMILES   N=C1N=CC=N1
Charge   0
HOMO-LUMO gap   8.76 eV

Want to see where the charge sits? The Löwdin charges in e are:
1 N 0.2356
2 C -0.4864
3 N 0.0854
4 C -0.0473
5 C -0.0226
6 N 0.0682
7 H -0.0080
8 H 0.0786
9 H 0.0964


--- D ---
# C3H3N3

One molecule with the formula C3H3N3 (wB97M-V/def2-TZVPD, OMol25).

XYZ file:
```
9
C3H3N3, DFT wB97M-V/def2-TZVPD
C 0.223 0.282 -0.362
C -0.501 0.181 2.864
C 0.806 -0.663 -1.307
N -1.050 0.864 2.134
N -1.465 1.410 0.986
N -0.747 0.855 0.075
H 1.440 -0.437 -2.089
H 1.419 -1.294 -0.558
H -0.124 -1.198 -1.745
```

Output
Charge   0
HOMO-LUMO gap   8.41 eV

Want to see where the charge sits? The Löwdin charges in e are:
1 C -0.0188
2 C -0.0503
3 C -0.0535
4 N -0.1511
5 N -0.0405
6 N 0.0223
7 H 0.0431
8 H 0.1269
9 H 0.1220


Verdict on stability: B comes out on top.


--- A ---
# C6H16NO

A 2-piece molecular cluster, C6H16NO overall (wB97M-V/def2-TZVPD, OMol25).

XYZ file:
```
24
C6H16NO, DFT wB97M-V/def2-TZVPD
C 2.157 1.458 0.194
C 1.385 0.742 -0.906
C 0.398 1.234 -1.686
N 1.748 -0.653 -1.033
H 1.761 2.507 0.326
H 1.987 0.951 1.153
H 3.237 1.497 -0.012
H -0.146 0.591 -2.432
H 0.062 2.290 -1.563
H 1.299 -1.211 -0.306
H 2.735 -0.795 -1.086
H 1.463 -1.055 -1.924
C -0.972 -1.502 0.352
O 0.367 -2.009 0.703
C -1.359 -0.263 1.141
C -2.728 0.287 0.682
H -0.922 -1.284 -0.726
H -1.750 -2.264 0.496
H 0.436 -1.870 1.676
H -1.366 -0.496 2.220
H -0.607 0.579 1.000
H -3.481 -0.484 0.838
H -3.033 1.181 1.257
H -2.674 0.567 -0.363
```

Output
Charge   +1
HOMO-LUMO gap   11.33 eV

Want to see where the charge sits? The Löwdin charges in e are:
1 C -0.0251
2 C -0.3721
3 C 0.0979
4 N 0.2184
5 H 0.1138
6 H 0.0848
7 H 0.0933
8 H 0.0993
9 H 0.1032
10 H 0.0710
11 H 0.1658
12 H 0.1742
13 C -0.2204
14 O -0.1011
15 C -0.2510
16 C -0.0874
17 H 0.1094
18 H 0.1335
19 H 0.1281
20 H 0.1210
21 H 0.1069
22 H 0.0796
23 H 0.0899
24 H 0.0668


--- B ---
# C6H16NO

A 2-piece molecular cluster, C6H16NO overall (wB97M-V/def2-TZVPD, OMol25).

XYZ file:
```
24
C6H16NO, DFT wB97M-V/def2-TZVPD
C -1.544 -2.176 0.632
C -1.104 -0.728 0.967
C 0.350 -0.699 1.408
C 1.474 -0.586 0.289
C 2.733 0.910 -1.312
C 1.636 0.803 -0.516
N -1.365 -0.041 -0.536
H -0.972 -2.827 0.042
H -1.723 -2.599 1.718
H -2.647 -2.249 0.208
H -1.865 -0.103 1.674
H 0.482 0.326 1.859
H 0.599 -1.275 2.266
H 1.278 -1.294 -0.530
H 2.536 -0.716 0.721
H 3.582 0.210 -1.286
H 2.924 1.557 -2.276
H 0.922 1.621 -0.490
H -1.487 0.916 -0.514
H -2.254 -0.416 -0.828
H -0.549 -0.285 -1.140
H -0.513 2.976 -1.351
H -1.180 3.784 -0.259
O -1.313 2.890 -0.747
```

Output
Charge   +1
HOMO-LUMO gap   10.19 eV

Want to see where the charge sits? The Löwdin charges in e are:
1 C -0.0746
2 C -0.2432
3 C -0.1694
4 C -0.1636
5 C -0.0081
6 C -0.1840
7 N 0.2250
8 H 0.0595
9 H 0.1328
10 H 0.1195
11 H 0.2012
12 H 0.1254
13 H 0.1111
14 H 0.0959
15 H 0.1435
16 H 0.0634
17 H 0.1032
18 H 0.0547
19 H 0.0437
20 H 0.1358
21 H 0.1510
22 H 0.0745
23 H 0.1168
24 O -0.1141


Verdict on stability: A comes out on top.